97
Properties=species:S:1:pos:R:3:forces:R:3 method="wB97M-V/def2-TZVPD" lumo_ev=0.30 total_charge=-3
P 5.87337 -4.64476 -2.40289 0.9 -2.7 -0.8
P -3.28452 -5.05317 3.17120 1.3 1.2 2.2
P 1.84516 -1.30640 5.37255 -3.3 -1.3 3.9
P -7.99157 1.28737 1.26025 -0.8 -1.1 -0.5
F -6.84539 7.01576 5.35725 -1.1 0.0 0.2
F 0.90481 -2.61103 5.74579 1.1 0.4 -0.8
F -4.78279 7.12681 4.95445 0.8 0.1 -0.5
F 0.23405 -3.82199 -5.09083 0.6 0.3 0.8
F -2.72437 -5.67196 4.55155 -0.3 -0.7 1.2
F 1.18229 -0.61694 6.72096 -0.3 0.8 -1.0
F -5.42734 7.13699 6.97073 -0.1 0.5 1.5
F 2.47031 -2.03144 4.12812 0.7 -0.7 -0.7
F -8.71035 0.64589 2.59991 0.7 -0.1 -1.1
F 5.81999 -3.06106 -2.23696 -0.9 0.7 0.7
F -7.38811 2.01233 -0.08130 0.4 -0.2 0.2
F 6.34751 -4.41384 -3.93746 0.3 0.6 -0.6
F 0.58919 -0.75563 4.41994 1.0 0.2 0.3
F -7.21521 -0.15556 0.91861 -0.3 1.4 0.5
F 2.70490 -0.02094 5.11532 0.6 1.7 -0.9
F -9.19482 0.71495 0.25841 0.0 0.6 1.1
F 5.47014 -4.98691 -0.84648 -0.7 0.8 -0.9
F 4.35094 -4.79395 -2.94631 0.5 0.5 1.0
F -1.65163 -4.00849 -5.96797 -0.7 -0.5 0.2
F -6.73694 1.80470 2.10446 0.1 -0.3 0.1
F -3.87323 -6.42590 2.77621 -1.1 -1.8 -1.1
F 7.40463 -4.62292 -1.90295 1.2 0.9 0.3
F 3.00252 -1.78771 6.44399 0.4 -0.9 -1.2
F -8.79686 2.66048 1.60320 -0.1 -0.2 -0.5
F -1.83757 -5.52820 2.58166 0.3 0.7 -1.5
F -1.49858 -4.36194 -3.77480 0.7 0.6 -1.7
F -2.58198 -3.66032 3.68478 -0.6 0.4 -1.2
F 6.17212 -6.22454 -2.68502 -1.0 -0.6 0.3
F -4.67674 -4.69646 3.95501 0.4 0.6 -1.0
F -3.74156 -4.37434 1.73703 0.4 -0.2 1.1
O -4.35493 4.42670 6.31329 1.9 1.5 -0.9
O -0.32381 -0.79629 -1.08558 -1.1 -2.1 4.0
O 5.84844 0.50172 0.62680 0.3 3.3 -0.2
O -0.32441 -6.90149 -3.99437 -1.6 3.2 -2.1
O 2.04371 4.51443 -2.69749 -0.7 0.2 -1.4
O 0.43116 -6.39263 -5.96228 0.6 1.4 -4.4
O -6.59036 4.29320 6.52902 2.1 3.1 -2.1
N 6.54911 2.74944 0.47480 0.6 0.7 -1.8
N 1.79922 5.69417 -4.66251 -0.8 1.0 -0.8
N -0.20405 -2.42023 0.75737 0.6 1.4 -1.8
C 0.11940 3.85819 -3.96666 -0.5 -0.2 -0.5
C -5.58138 4.99056 5.79385 -2.5 -3.2 2.4
C 5.57063 1.66978 0.79657 -2.3 -3.5 1.1
C -0.78476 -1.12470 0.01946 1.2 2.4 -3.3
C 0.28059 -5.95728 -7.38726 2.2 -0.4 0.8
C 1.33004 4.62618 -3.68066 1.8 0.1 2.0
C 6.44961 3.18830 -1.06952 0.9 -0.6 1.0
C -1.80645 -0.22800 0.73422 0.5 -0.6 0.4
C -5.68534 6.57457 5.81791 0.9 -2.0 -0.9
C -0.86980 -4.56509 -5.00162 0.0 -0.3 1.8
C -3.18410 4.33511 5.43582 -0.4 0.0 2.0
C 4.26420 2.12992 1.46271 0.9 -0.3 -0.6
C 1.11811 -2.91357 0.12585 -0.1 0.3 1.0
C 1.93116 7.11424 -4.05201 -1.0 -0.7 0.5
C -1.99470 3.78276 6.26476 -0.6 -0.4 -1.1
C 1.46954 -6.64215 -8.09822 -1.3 -0.7 -0.1
C -0.62183 -6.08643 -5.13499 0.2 -3.5 3.3
H 2.39234 -6.63103 -7.51822 -0.2 0.1 -0.1
H 0.90707 7.35412 -3.76601 -0.1 -0.1 0.0
H -5.57819 4.71121 4.74027 -0.3 0.2 -0.7
H -2.04378 0.70757 0.22779 0.0 -0.7 -1.1
H -0.65815 4.29506 -3.34004 -0.3 -0.4 0.2
H -0.25978 3.86443 -4.98857 0.2 0.2 -0.1
H -0.16252 -2.20703 1.74373 0.3 0.1 0.8
H -2.70006 -0.81963 0.93308 -0.1 0.2 0.3
H 7.45492 2.39237 0.74333 0.8 -0.7 -0.7
H 2.23281 7.93454 -4.70333 0.5 -0.7 -0.4
H 1.93188 -2.19372 0.21352 -0.6 0.6 -0.3
H -2.20399 2.88415 6.84510 -0.2 0.0 -0.2
H 0.31703 2.81952 -3.70169 -0.2 0.0 0.3
H 5.47453 3.63295 -1.26852 0.1 -0.3 0.3
H -1.54464 -6.40644 -5.61886 -0.8 -0.3 -0.3
H 7.25402 3.86922 -1.34769 -0.1 0.3 0.7
H 0.88944 -3.18468 -0.90482 0.2 -0.1 0.3
H 3.73865 2.90986 0.91173 0.1 0.1 -0.1
H 2.47927 7.05910 -3.11146 0.3 -0.2 -0.5
H -0.61472 -6.27755 -7.92012 -0.5 -0.1 0.6
H -0.82371 -3.21486 0.68879 -1.0 -0.4 0.0
H 3.63041 1.24785 1.55429 0.1 0.1 0.1
H 6.67782 2.29374 -1.64897 -0.6 -0.2 0.2
H 2.53140 5.32656 -5.25316 2.0 0.0 0.6
H 4.51379 2.49794 2.45788 -0.1 0.0 0.1
H 6.48858 3.52407 1.12007 -0.9 0.7 0.0
H 0.39979 -4.88669 -7.55380 -0.3 0.3 0.6
H 1.17154 5.71671 -5.45348 -1.4 0.6 0.1
H 1.49956 -3.70361 0.77272 -0.6 -0.5 -0.4
H 1.08473 -7.65230 -8.23818 0.7 -0.5 0.3
H -1.41448 0.23436 1.64013 0.2 -1.0 0.7
H 1.60179 -6.33161 -9.13465 0.2 0.6 0.0
H -2.73418 5.25038 5.05118 -0.8 0.8 0.0
H -1.31235 3.54373 5.44907 0.6 -0.4 0.3
H -3.41656 3.74602 4.54867 -0.1 -0.5 0.1
H -1.49561 4.50343 6.91255 -0.4 0.3 0.0